Below is 7 unconnected molecules or ions with the total composition C47H34Br3F3O15 in a non-equilibrium geometry, with properties calculated with the ωB97M-V functional and the def2-TZVPD basis.

The SMILES is C[C@H](Br)CC1=C(CC[C@@](F)(Br)C(F)(F)Br)C(=O)OC1=O.O=C1C=CC(=O)C=C1.O=C1C=CC(=O)C=C1.O=C1C=CC(=O)C=C1.O=C1C=CC(=O)C=C1.O=C1C=CC(=O)C=C1.O=C1C=CC(=O)C=C1. The maximum force is 1.312 eV/A. As for the LUMO energy: -2.0047 eV. For the energy relative to the best compared isomer or geometry (same formula, charge and spin), the calculation gives 0.0 kJ/mol. Its total energy is -10961.47917 hartree. The calculation puts the highest occupied orbital energy at -10.24 eV.

Last column: Löwdin charge in e.
Geometry (Å):
C: -3.200 -1.034 3.269  -0.14
C: -3.727 -0.656 1.888  -0.72
Br: -4.809 0.960 2.054  0.72
C: -4.500 -1.740 1.091  -0.16
C: -4.390 -3.141 1.617  -0.08
C: -3.392 -4.019 1.432  -0.07
C: -2.093 -3.823 0.730  -0.15
C: -0.874 -4.178 1.602  -0.16
C: 0.429 -3.478 1.226  -0.79
F: 1.514 -4.219 1.670  -0.05
Br: 0.629 -3.243 -0.689  0.92
C: 0.579 -2.071 1.867  -0.93
F: 1.699 -1.449 1.460  0.01
F: -0.477 -1.299 1.505  0.01
Br: 0.632 -2.154 3.799  0.88
C: -3.839 -5.305 2.036  -0.39
O: -3.271 -6.334 2.107  0.20
O: -5.093 -5.135 2.597  0.15
C: -5.468 -3.815 2.384  -0.39
O: -6.493 -3.390 2.772  0.20
H: -2.680 -2.004 3.235  0.06
H: -2.485 -0.278 3.623  0.08
H: -4.017 -1.100 4.003  0.09
H: -2.904 -0.309 1.253  0.04
H: -5.561 -1.465 1.010  0.11
H: -4.089 -1.740 0.074  0.08
H: -2.091 -4.443 -0.179  0.11
H: -2.041 -2.781 0.391  0.10
H: -0.686 -5.259 1.580  0.14
H: -1.081 -3.922 2.654  0.09
C: 4.705 -5.200 2.107  0.03
C: 5.623 -4.272 2.364  0.02
C: 6.980 -4.638 2.840  -0.39
O: 7.815 -3.791 3.075  0.10
C: 7.276 -6.083 3.018  0.02
C: 6.359 -7.012 2.763  0.02
C: 5.000 -6.645 2.286  -0.38
O: 4.166 -7.492 2.053  0.11
H: 3.711 -4.952 1.759  0.10
H: 5.432 -3.213 2.243  0.12
H: 8.273 -6.324 3.366  0.12
H: 6.549 -8.071 2.885  0.12
C: -2.507 3.346 -2.045  0.03
C: -3.226 2.230 -1.971  0.04
C: -2.688 1.014 -1.312  -0.36
O: -3.349 -0.001 -1.235  0.08
C: -1.320 1.082 -0.745  0.04
C: -0.600 2.196 -0.822  0.03
C: -1.142 3.416 -1.469  -0.36
O: -0.486 4.438 -1.528  0.09
H: -2.875 4.249 -2.514  0.12
H: -4.229 2.151 -2.371  0.13
H: -0.950 0.180 -0.273  0.11
H: 0.400 2.274 -0.416  0.13
C: 4.801 0.110 -1.377  0.03
C: 3.519 -0.246 -1.375  0.02
C: 2.701 -0.182 -2.612  -0.39
O: 1.532 -0.507 -2.607  0.06
C: 3.366 0.289 -3.853  0.02
C: 4.647 0.646 -3.855  0.03
C: 5.467 0.585 -2.617  -0.38
O: 6.634 0.908 -2.620  0.11
H: 5.421 0.072 -0.490  0.12
H: 3.010 -0.601 -0.488  0.10
H: 2.747 0.324 -4.740  0.12
H: 5.156 0.996 -4.744  0.12
C: -5.742 -3.094 -1.732  0.02
C: -6.803 -2.427 -2.176  0.04
C: -6.689 -1.464 -3.303  -0.38
O: -7.654 -0.853 -3.707  0.11
C: -5.347 -1.277 -3.913  0.02
C: -4.287 -1.942 -3.465  0.01
C: -4.402 -2.900 -2.339  -0.38
O: -3.428 -3.487 -1.912  0.10
H: -5.797 -3.801 -0.912  0.12
H: -7.791 -2.546 -1.749  0.13
H: -5.292 -0.569 -4.730  0.12
H: -3.296 -1.818 -3.884  0.13
C: 1.458 6.907 -2.124  0.02
C: 1.990 6.169 -3.093  0.02
C: 3.187 6.628 -3.841  -0.39
O: 3.675 5.958 -4.726  0.10
C: 3.768 7.944 -3.464  0.02
C: 3.236 8.682 -2.494  0.02
C: 2.040 8.218 -1.746  -0.38
O: 1.556 8.887 -0.856  0.10
H: 0.588 6.583 -1.570  0.10
H: 1.582 5.208 -3.379  0.11
H: 4.641 8.255 -4.024  0.12
H: 3.641 9.642 -2.199  0.12
C: -0.152 5.470 1.797  0.02
C: 0.929 6.217 2.007  0.03
C: 2.091 5.688 2.766  -0.38
O: 3.085 6.356 2.949  0.11
C: 1.990 4.304 3.300  0.02
C: 0.903 3.565 3.099  0.02
C: -0.248 4.085 2.319  -0.39
O: -1.231 3.396 2.132  0.09
H: -1.010 5.830 1.244  0.12
H: 1.021 7.232 1.640  0.12
H: 2.847 3.946 3.858  0.12
H: 0.802 2.556 3.482  0.12

Cartesian forces, eV/Å:
-0.08 -0.05 0.10
0.49 -0.02 -0.10
-0.10 0.11 -0.04
-0.18 0.00 0.03
0.57 0.14 -0.40
-0.61 0.33 0.11
0.13 -0.09 -0.34
-0.10 -0.10 0.38
0.28 -0.07 0.12
-0.61 0.37 -0.11
0.06 -0.06 -0.01
-0.15 0.09 -0.01
-0.20 -0.14 -0.01
0.36 -0.21 0.08
0.03 0.00 -0.01
-0.32 0.73 0.32
0.71 -1.10 -0.11
0.11 0.28 -0.14
0.75 -0.60 -0.31
-1.00 0.52 0.34
-0.12 0.30 0.00
-0.24 -0.18 -0.12
0.21 -0.07 -0.24
-0.15 -0.20 0.29
0.28 -0.15 0.14
-0.17 0.07 0.27
0.04 0.23 0.29
-0.04 -0.25 0.06
0.00 0.28 -0.06
0.11 -0.13 -0.28
0.03 0.03 0.00
-0.01 -0.01 0.00
0.01 0.00 0.01
-0.02 -0.01 -0.01
-0.01 -0.01 0.00
0.01 0.02 0.00
0.00 -0.01 0.00
0.01 0.01 0.00
-0.01 -0.04 0.00
0.01 0.00 0.00
0.00 0.01 0.00
-0.01 0.00 0.00
-0.03 0.00 0.01
-0.02 -0.01 0.00
0.07 0.12 0.06
-0.01 -0.07 -0.07
0.02 -0.03 -0.03
-0.04 -0.01 0.02
0.08 0.00 0.03
-0.04 -0.04 0.01
0.01 0.01 0.01
-0.01 -0.01 0.00
0.01 0.01 -0.07
0.00 0.01 -0.01
-0.02 0.00 0.02
0.01 0.01 -0.01
0.06 -0.02 -0.01
-0.08 0.05 -0.01
-0.01 0.00 0.01
-0.01 0.00 0.00
0.02 0.01 -0.03
-0.04 -0.02 0.01
0.01 0.00 -0.01
-0.02 -0.01 0.00
-0.01 0.00 0.00
0.01 0.01 0.01
-0.02 -0.02 -0.06
0.01 -0.01 0.01
0.05 0.01 -0.01
0.00 0.00 0.01
0.01 -0.05 0.01
-0.06 -0.02 -0.06
0.04 0.13 0.04
-0.08 -0.04 -0.06
0.00 -0.01 -0.02
-0.01 0.01 0.00
-0.02 0.01 0.00
0.01 -0.01 0.02
0.00 0.01 0.04
0.03 0.01 -0.01
-0.03 0.00 0.02
0.01 -0.02 -0.01
0.00 0.00 0.01
0.01 -0.01 -0.01
-0.05 0.02 0.05
0.04 -0.06 -0.02
-0.01 0.00 0.01
0.00 0.00 0.00
0.00 -0.01 -0.01
-0.01 0.00 0.01
-0.01 0.00 -0.04
-0.01 0.01 -0.02
0.05 0.01 0.03
-0.05 -0.03 -0.02
0.00 -0.01 0.00
0.05 -0.01 -0.05
-0.06 -0.04 0.14
0.07 0.07 -0.13
-0.01 0.00 -0.01
0.01 0.00 -0.03
0.00 0.02 0.00
-0.02 0.00 -0.01